(1)
This record from the OMol25 dataset describes a cluster of 2 separate species, C6H20N3O3Si in total at a distorted geometry. The level of theory is ωB97M-V/def2-TZVPD.

## Properties
- Frontier orbital gap: 9.5 eV
- ΔE to the lowest compared entry with this formula, charge and spin: 0.0 kcal per mole
- Multiplicity: 1
- Calculated total energy: -919.918746 hartree
- Total charge: +1

Last column: Mulliken charge in e.
Cartesian coordinates (Å):
C (2.41994, 2.95443, 1.04128)  -1.153
C (-1.36157, -1.25765, 3.17268)  -0.605
C (-3.22870, 1.58731, 0.39369)  -0.697
C (1.44631, 1.93208, 0.40562)  -0.089
C (0.21440, 1.81218, 1.32056)  -0.799
C (-0.03620, -1.25871, -1.42819)  0.757
N (0.65086, -2.35539, -1.62130)  -0.266
N (-0.47544, -0.28824, -2.21397)  -0.255
N (1.93963, -3.64934, -3.52267)  -0.958
O (-1.51694, -0.14855, 2.35140)  -0.328
O (-2.02606, 0.89309, -0.03803)  -0.327
O (-0.16324, -0.90486, 0.17424)  -0.382
Si (-0.94367, 0.32985, 0.98657)  0.263
H (2.14754, 2.98952, 2.12573)  0.314
H (3.51450, 2.66641, 1.20862)  0.307
H (2.23668, 3.95098, 0.67667)  0.310
H (-0.34686, -1.75384, 2.87624)  0.246
H (-2.22290, -1.91552, 2.95618)  0.275
H (-1.60737, -1.00428, 4.21512)  0.249
H (-3.14312, 2.25458, 1.23116)  0.341
H (-3.91288, 0.75046, 0.68821)  0.266
H (-3.59205, 2.09736, -0.56928)  0.234
H (1.06725, 2.11689, -0.62094)  0.293
H (2.02067, 1.00889, 0.53689)  0.152
H (-0.50063, 2.64018, 1.05242)  0.274
H (0.37518, 1.97189, 2.34791)  0.573
H (0.98417, -2.73869, -2.57832)  0.294
H (0.67022, -3.10501, -0.98228)  0.294
H (-0.88335, 0.47985, -1.70330)  0.316
H (-0.10837, -0.42297, -3.17538)  0.251
H (2.98086, -3.62703, -3.44283)  0.283
H (1.83185, -3.41383, -4.52899)  0.281
H (1.56927, -4.59205, -3.33572)  0.284



(2)
This record from the OMol25 dataset describes a cluster of 5 separate species, C6H21NO5 in total at a distorted geometry. The level of theory is ωB97M-V/def2-TZVPD.

## Properties
- Frontier orbital gap: 9.3 eV
- ΔE to the lowest compared entry with this formula, charge and spin: 70.7 kcal per mole
- Multiplicity: 1
- Calculated total energy: -672.107542 hartree
- Structure (SMILES): C=CC[C@H](C)NCO.O.O.O.O
- Total charge: 0

Last column: Mulliken charge in e.
Cartesian coordinates (Å):
C (-3.79866, -1.68477, -0.36279)  -0.824
C (-2.82287, -0.82829, -0.06044)  -0.164
C (-1.85416, -1.05421, 1.04137)  -0.723
C (-0.46129, -1.37705, 0.49340)  -0.057
C (0.48437, -1.47562, 1.71897)  -1.479
N (0.04946, -0.20277, -0.33401)  0.090
C (0.15651, -0.51387, -1.77604)  -0.874
O (0.67912, 0.54397, -2.54371)  -0.595
H (-3.95766, -2.56774, 0.28363)  0.236
H (-4.30029, -1.78735, -1.28751)  0.319
H (-2.59653, -0.04472, -0.77838)  0.316
H (-2.10943, -1.75042, 1.92853)  0.377
H (-1.81752, -0.01148, 1.50606)  0.272
H (-0.46362, -2.23336, -0.16924)  0.535
H (0.41675, -0.49642, 2.15889)  0.397
H (0.19671, -2.18506, 2.49185)  0.407
H (1.48407, -1.62831, 1.30405)  0.332
H (-0.40904, 0.66877, -0.10994)  0.402
H (0.89148, -1.36551, -1.84679)  0.404
H (-0.84664, -0.88567, -2.20885)  0.341
H (0.20922, 1.38380, -2.37355)  0.339
O (3.16820, 0.07684, -1.53269)  -0.671
H (2.24092, 0.27406, -1.74579)  0.473
H (3.79991, 0.43742, -2.16809)  0.276
O (2.31030, 1.74761, 1.02932)  -0.796
H (3.06112, 1.18061, 0.85405)  0.344
H (1.56093, 1.33082, 0.59546)  0.322
O (-0.46621, 3.31182, -2.23866)  -0.630
H (-1.16257, 3.95339, -2.08560)  0.287
H (0.38694, 3.73692, -2.28295)  0.306
O (1.64681, 1.26685, 3.68749)  -0.644
H (2.30993, 0.63722, 3.98331)  0.297
H (2.01376, 1.54252, 2.82867)  0.384



(3)
This record from the OMol25 dataset describes a cluster of 5 separate species, C6H21NO5 in total at a distorted geometry. The level of theory is ωB97M-V/def2-TZVPD.

## Properties
- Frontier orbital gap: 10.0 eV
- ΔE to the lowest compared entry with this formula, charge and spin: 52.3 kcal per mole
- Multiplicity: 1
- Calculated total energy: -672.137016 hartree
- Structure (SMILES): CCNCCCC=O.O.O.O.O
- Total charge: 0

Last column: Mulliken charge in e.
Cartesian coordinates (Å):
C (1.09251, 0.23602, 3.04612)  -1.158
C (0.26526, -0.93100, 2.50844)  -0.419
N (-0.60264, -0.45521, 1.41206)  -0.240
C (-1.47870, -1.44076, 0.83941)  -0.872
C (-2.05054, -1.02809, -0.51623)  -0.470
C (-2.42578, 0.46092, -0.68114)  -1.005
C (-1.22520, 1.21945, -1.11014)  0.233
O (-0.71274, 2.15483, -0.53716)  -0.510
H (2.14289, 0.22526, 2.76543)  0.253
H (1.10638, 0.23513, 4.14254)  0.355
H (0.60564, 1.18851, 2.82744)  0.312
H (0.82520, -1.78364, 2.10831)  0.387
H (-0.30936, -1.36705, 3.33031)  0.425
H (-0.94008, 0.45147, 1.72901)  0.190
H (-0.89041, -2.32834, 0.58698)  0.286
H (-2.28418, -1.81226, 1.48650)  0.456
H (-2.94833, -1.60684, -0.74110)  0.447
H (-1.38700, -1.29679, -1.33914)  0.218
H (-2.79432, 0.89840, 0.25652)  0.370
H (-3.29397, 0.57999, -1.33072)  0.433
H (-0.85386, 1.02579, -2.13176)  0.361
O (0.64640, -2.94449, -1.48178)  -0.641
H (1.21759, -2.16572, -1.22964)  0.323
H (1.05345, -3.16749, -2.33122)  0.294
O (3.07983, 2.33904, -0.84614)  -0.698
H (2.44038, 2.50901, -0.12175)  0.345
H (2.70965, 2.29099, -1.73860)  0.389
O (1.15662, 2.09221, -3.38255)  -0.651
H (0.52539, 2.80280, -3.36299)  0.349
H (0.96017, 1.59664, -2.57712)  0.262
O (1.49667, -0.25871, -0.80646)  -0.616
H (1.98455, 0.57572, -0.72432)  0.149
H (0.88854, -0.29580, -0.04909)  0.444



(4)
This record from the OMol25 dataset describes a cluster of 6 separate species, C6H21NO6 in total at a distorted geometry. The level of theory is ωB97M-V/def2-TZVPD.

## Properties
- Frontier orbital gap: 8.5 eV
- ΔE to the lowest compared entry with this formula, charge and spin: 117.6 kcal per mole
- Multiplicity: 1
- Calculated total energy: -747.255316 hartree
- Structure (SMILES): C=C(C)C[C@H](N)C=O.O.O.O.O.O
- Total charge: 0

Last column: Mulliken charge in e.
Cartesian coordinates (Å):
C (-3.62186, 1.40957, 0.19007)  -1.057
C (-2.35600, 1.06097, 0.42775)  0.609
C (-1.95947, 0.34300, 1.57553)  -0.766
C (-1.34449, 1.65394, -0.45845)  -1.048
C (-0.29551, 0.77755, -1.20453)  1.818
N (0.75623, 1.76731, -1.79668)  -0.808
C (-0.96188, 0.18006, -2.34142)  -0.747
O (-1.05912, -0.99749, -2.33275)  -0.488
H (-4.52343, 0.88347, 0.54879)  0.298
H (-3.93447, 2.32007, -0.21822)  0.322
H (-1.90306, -0.86483, 1.13452)  0.042
H (-2.71906, 0.55094, 2.37841)  0.421
H (-0.83388, 0.54583, 1.87152)  0.120
H (-1.73427, 2.36119, -1.25585)  0.323
H (-0.69829, 2.25760, 0.31352)  0.297
H (0.37985, 0.05039, -0.59741)  -0.356
H (1.55819, 1.34270, -2.07625)  0.311
H (1.01055, 2.38035, -1.03951)  0.251
H (-1.60037, 0.63204, -3.05743)  0.503
O (1.11800, 1.48478, 2.06178)  -0.645
H (1.77988, 1.94281, 2.62530)  0.283
H (1.56506, 0.82822, 1.48376)  0.321
O (1.79189, -0.70457, -2.74649)  -0.624
H (1.67794, -0.81192, -3.70309)  0.301
H (1.11475, -1.23628, -2.29390)  0.312
O (-0.01221, -3.79093, 1.02731)  -0.594
H (-0.23293, -4.60896, 0.64901)  0.274
H (-0.74785, -3.41714, 1.50862)  0.295
O (1.85719, -1.87744, 0.37646)  -0.488
H (1.62248, -2.82968, 0.38719)  0.291
H (2.74035, -1.77321, 0.50932)  0.247
O (4.04691, -0.31643, 1.69465)  -0.651
H (3.43576, -0.26539, 2.53075)  0.334
H (4.08311, -1.27852, 1.82772)  0.299



(5)
This record from the OMol25 dataset describes a cluster of 4 separate species, C6H21O7P in total at a distorted geometry. The level of theory is ωB97M-V/def2-TZVPD.

## Properties
- Frontier orbital gap: 10.9 eV
- ΔE to the lowest compared entry with this formula, charge and spin: 37.1 kcal per mole
- Multiplicity: 1
- Calculated total energy: -1109.222110 hartree
- Structure (SMILES): COP(=O)(OC)OC.CO.CO.CO
- Total charge: 0

Last column: Mulliken charge in e.
Cartesian coordinates (Å):
C (20.71843, 30.13714, 25.68373)  -0.499
O (20.41656, 29.00276, 26.46305)  -0.302
P (19.07465, 28.91571, 27.34948)  0.913
O (17.86908, 28.99672, 26.51354)  -0.645
O (19.29049, 30.08359, 28.46349)  -0.289
C (18.72270, 31.38051, 28.30007)  -0.705
O (19.25085, 27.57010, 28.21672)  -0.317
C (19.04961, 26.26541, 27.67778)  -0.608
H (20.80966, 29.87480, 24.62971)  0.242
H (21.63626, 30.62292, 26.01495)  0.227
H (19.86714, 30.79191, 25.86994)  0.199
H (19.55324, 32.01598, 28.60744)  0.316
H (17.97420, 31.55019, 29.07406)  0.285
H (18.47650, 31.79705, 27.32335)  0.319
H (18.02004, 25.98911, 27.90525)  0.205
H (19.69206, 25.49973, 28.11264)  0.296
H (19.26058, 26.35056, 26.61179)  0.333
C (19.81467, 21.16705, 30.97713)  -0.064
O (19.90038, 19.76631, 30.96389)  -0.506
H (18.86930, 21.32855, 30.45915)  -0.256
H (19.69513, 21.48539, 32.01273)  0.269
H (20.71613, 21.65374, 30.60484)  0.229
H (19.02332, 19.46882, 31.21662)  0.282
C (16.09106, 18.78288, 30.15305)  0.081
O (15.01014, 19.26990, 30.95686)  -0.524
H (17.04610, 19.01078, 30.62639)  -0.214
H (15.94626, 17.70512, 30.07835)  0.330
H (16.00093, 19.24689, 29.17088)  0.046
H (14.28946, 18.64038, 31.03376)  0.308
C (17.26150, 22.45928, 27.68895)  0.398
O (15.92211, 22.08309, 27.42620)  -0.502
H (17.89241, 22.17699, 26.84612)  0.301
H (17.41046, 23.53564, 27.77466)  -0.110
H (17.62193, 22.02933, 28.62348)  -0.343
H (15.95890, 21.12855, 27.52162)  0.303



(6)
This record from the OMol25 dataset describes a structure of composition C6H22BO9Y at a distorted geometry. The level of theory is ωB97M-V/def2-TZVPD.

## Properties
- Frontier orbital gap: 1.9 eV
- ΔE to the lowest compared entry with this formula, charge and spin: 312.0 kcal per mole
- Multiplicity: 1
- Calculated total energy: -980.987562 hartree
- Total charge: -4

Last column: Mulliken charge in e.
Cartesian coordinates (Å):
Y (5.59753, -3.71988, -23.03470)  0.923
B (7.60245, -7.02518, -21.70321)  0.104
H (8.05727, -6.18084, -22.19764)  -0.303
H (6.55027, -7.02782, -21.94229)  -0.307
H (8.06239, -7.98611, -21.87441)  -0.195
H (7.74642, -6.92162, -20.63888)  -0.178
O (3.64504, -2.38425, -28.95018)  -0.726
C (3.19600, -3.71569, -29.14682)  -0.415
C (4.05403, -5.02599, -28.76678)  -0.366
O (4.82546, -5.02962, -27.57837)  -0.748
H (2.87102, -3.85466, -30.17792)  0.257
H (2.17016, -3.80323, -28.78893)  0.229
H (4.76054, -5.27453, -29.55873)  0.147
H (3.41728, -5.87940, -28.53365)  0.166
O (7.46303, 2.17204, -26.45742)  -0.666
C (8.85144, 1.92198, -26.09965)  -0.356
C (9.19881, 0.62085, -25.14630)  -0.402
O (8.69598, -0.72366, -25.29562)  -0.704
H (9.19459, 2.92762, -25.85671)  0.272
H (9.50241, 1.77019, -26.96063)  0.179
H (9.06439, 0.95568, -24.11775)  0.220
H (10.28330, 0.52346, -25.09618)  0.239
O (2.51486, 3.51125, -23.58125)  -0.824
C (2.96648, 3.10748, -22.24615)  -0.307
C (2.94321, 1.53069, -22.01343)  -0.338
O (3.24080, 0.68852, -23.16412)  -0.612
H (2.32875, 3.58245, -21.50061)  0.202
H (3.97314, 3.40916, -21.95682)  0.159
H (1.93291, 1.20766, -21.76229)  0.170
H (3.66164, 1.31323, -21.22307)  0.208
O (1.73165, -5.11296, -23.45534)  -0.588
H (1.57810, -5.98636, -23.81564)  0.295
H (0.86264, -4.71363, -23.41543)  0.284
O (8.09779, -2.01375, -20.07493)  -0.606
H (8.12515, -1.07936, -19.86901)  0.304
H (8.93848, -2.35213, -19.76677)  0.291
O (3.77337, -4.02289, -19.18782)  -0.590
H (3.01205, -3.80413, -18.65045)  0.277
H (4.40467, -4.39243, -18.57046)  0.304



> ΔE to the lowest compared entry with this formula, charge and spin of number 5 (C6H21O7P)?

37.1 kcal per mole



> Number 4 is which compound?

C6H21NO6